{
  "formula": "C22H21Cl3FN2O2P",
  "method": "the ωB97M-V functional and the def2-TZVPD basis",
  "elements": ["C", "C", "P", "C", "C", "C", "C", "C", "C", "Cl", "C", "F", "C", "C", "C", "C", "C", "N", "C", "C", "C", "C", "O", "N", "C", "Cl", "C", "C", "Cl", "C", "O", "H", "H", "H", "H", "H", "H", "H", "H", "H", "H", "H", "H", "H", "H", "H", "H", "H", "H", "H", "H", "H"],
  "positions_angstrom": [[-4.69, 0.01, -1.77], [-3.86, -0.49, -0.56], [-2.32, -1.31, -1.23], [-2.48, -3.14, -0.92], [-0.88, -0.73, -0.22], [-0.82, -0.41, 1.16], [-2.00, -0.53, 2.10], [-2.52, -1.96, 2.29], [-1.40, -2.95, 2.53], [-3.54, -1.94, 3.79], [0.37, 0.09, 1.70], [0.42, 0.41, 3.01], [1.54, 0.30, 0.96], [2.77, 0.85, 1.55], [3.37, 0.30, 2.68], [4.54, 0.89, 3.12], [5.10, 1.97, 2.45], [4.52, 2.52, 1.38], [3.40, 1.95, 0.96], [1.45, -0.02, -0.39], [0.29, -0.53, -0.95], [0.58, -0.74, -2.41], [0.16, -1.56, -3.15], [1.67, 0.19, -2.71], [1.25, 1.49, -3.05], [-0.46, 1.78, -3.04], [2.04, 2.51, -3.38], [1.54, 3.88, -3.69], [3.75, 2.29, -3.50], [2.47, 0.08, -1.49], [3.64, -0.04, -1.45], [-5.74, -0.22, -1.66], [-4.31, -0.40, -2.70], [-4.57, 1.09, -1.87], [-3.56, 0.38, 0.00], [-4.45, -1.18, 0.03], [-2.50, -3.59, -1.90], [-1.56, -3.48, -0.44], [-3.35, -3.40, -0.34], [-2.80, 0.15, 1.82], [-1.69, -0.20, 3.08], [-3.20, -2.24, 1.50], [-1.79, -3.86, 2.97], [-0.80, -3.13, 1.65], [-0.73, -2.51, 3.27], [2.93, -0.55, 3.18], [5.06, 0.48, 3.98], [6.02, 2.40, 2.80], [2.93, 2.39, 0.09], [0.84, 3.87, -4.52], [0.99, 4.25, -2.82], [2.36, 4.57, -3.86]],
  "mulliken_charge": [-1.251, -0.147, 0.221, -1.300, 1.186, -0.234, -1.788, 0.836, -1.299, -0.214, 0.849, -0.431, 0.963, -0.048, -0.461, -0.505, -0.330, -0.653, -0.393, 0.481, -0.197, -0.730, -0.453, 0.083, 0.084, -0.169, 0.771, -1.339, -0.169, -0.435, -0.453, 0.342, 0.367, 0.316, 0.183, 0.414, 0.413, 0.328, 0.397, 0.523, 0.570, -0.171, 0.415, 0.281, 0.314, 0.467, 0.371, 0.382, 0.556, 0.344, 0.333, 0.378],
  "e_above_lowest_kcal_mol": 0.0,
  "multiplicity": 1,
  "smiles": "CCP(C)c1c(C[C@@H](C)Cl)c(F)c(-c2cccnc2)c2c1C(=O)N(/C(Cl)=C(/C)Cl)C2=O",
  "orbital_gap_ev": 7.98
}